ORCA calculation (ωB97M-V/def2-TZVPD) on the molecule C4H5FN2O.

Calculated values
HOMO-LUMO gap   0.37721 hartree
SMILES   FCOn1ccnc1
ΔE to the lowest compared entry with this formula, charge and spin   2.8568 eV

Geometry (Å):
F1 2.34792 -0.88781 0.23698
O1 1.04632 1.09290 0.24448
N1 -2.25898 0.43215 -0.08355
N2 -0.16667 0.50511 0.44020
C1 1.80786 0.15710 -0.48138
C2 -1.22195 1.20356 -0.02016
C3 -0.44728 -0.81494 0.43079
C4 -1.75701 -0.89206 0.15199
H1 -1.14123 2.26050 0.20070
H2 1.20475 -0.42134 -1.13030
H3 2.68441 0.64333 -0.91760
H4 -2.38349 -1.73346 0.17586
H5 0.28536 -1.54505 0.75199



ORCA calculation (ωB97M-V/def2-TZVPD) on the molecule C4H12N2OS.

Calculated values
HOMO-LUMO gap   0.34348 hartree
SMILES   NC[C@@H](CS)NCO
ΔE to the lowest compared entry with this formula, charge and spin   1.4365 eV

Geometry (Å):
S1 -1.31161 0.58549 -2.82280
O1 0.66148 -1.62444 2.72051
N1 -0.04553 2.28004 0.09168
N2 -0.00359 -1.38600 0.41506
C1 -0.20302 -0.45728 -1.84083
C2 -0.26588 -0.18194 -0.33266
C3 0.66947 0.99992 0.06342
C4 -0.42413 -1.49773 1.77317
H1 -0.93855 -0.56617 1.98128
H2 0.83473 -0.44447 -2.19111
H3 0.39968 2.98252 -0.48612
H4 1.01261 0.77439 1.06729
H5 -1.25531 0.21698 -0.10846
H6 -0.17608 2.67448 1.01472
H7 -0.46940 1.56218 -3.17245
H8 0.20886 -2.21813 -0.10597
H9 -0.54748 -1.47694 -2.04459
H10 1.51355 1.09443 -0.60749
H11 1.27510 -0.88155 2.64202
H12 -0.93490 -2.43577 1.94334



ORCA calculation (ωB97M-V/def2-TZVPD) on a cluster of 8 separate species, C22H44Cl2NO23P in total.

Calculated values
HOMO-LUMO gap   0.29091 hartree
SMILES   O=NOCP(Cl)Cl.COC(=O)OC.COC(=O)OC.COC(=O)OC.COC(=O)OC.COC(=O)OC.COC(=O)OC.COC(=O)OC

Geometry (Å):
Cl1 3.15345 5.20363 4.43636
Cl2 2.67460 2.08239 6.03767
P1 2.51768 3.18780 4.23175
O1 0.34871 4.35694 2.93598
O2 -0.55339 -5.68032 -7.68851
O3 -5.70174 2.17946 3.94799
O4 3.25716 -1.82653 -4.98061
O5 -4.28017 0.42888 3.50863
O6 -2.14718 -5.79200 -9.19575
O7 2.46507 0.84832 -1.64054
O8 -3.41436 2.39468 3.96732
O9 -1.89546 -1.26488 5.32537
O10 -0.15892 -0.09500 6.27122
O11 0.86308 2.64964 10.57855
O12 -1.98861 -7.47366 -7.63828
O13 0.25920 1.44975 -9.31395
O14 2.46099 -2.50313 -6.91263
O15 -1.08307 -1.95994 7.24404
O16 1.37167 -0.80792 -5.80897
O17 0.97959 2.89434 12.75821
O18 1.18335 3.31469 -10.28677
O19 -0.55320 2.14482 -11.23262
O20 2.46441 0.54434 0.63674
O21 3.74135 -0.72447 -0.79096
O22 -0.81117 5.51940 4.20940
O23 0.89397 0.76689 11.89504
N1 -0.91059 4.58352 3.41676
C1 -0.54476 3.06868 -12.31919
C2 -1.60234 -6.42232 -8.12467
C3 -1.88703 -0.34101 4.23879
C4 2.85093 0.25246 -0.48419
C5 2.27167 -1.62898 -5.89228
C6 -5.41848 -0.41040 3.32358
C7 1.52152 1.90429 -1.47016
C8 0.12152 -6.22647 -6.55688
C9 -3.57637 3.77219 4.29966
C10 1.03573 2.32940 14.06667
C11 0.37838 2.39652 -10.27858
C12 0.80622 3.02462 3.40108
C13 1.49066 -2.40893 -7.95376
C14 -0.15866 -1.81988 8.32117
C15 -4.57963 1.71492 3.82090
C16 4.23693 -1.44218 0.33755
C17 1.18361 1.58981 -8.23682
C18 -3.26965 -6.46410 -9.76369
C19 0.78771 1.80867 9.42906
C20 -0.96389 -1.01317 6.27940
C21 3.18452 -0.96935 -3.84297
C22 0.91053 1.98016 11.75792
H1 4.01987 -1.21438 -3.18124
H2 1.08860 3.15023 14.78718
H3 1.03343 2.54356 -7.72080
H4 1.67419 1.16992 9.35927
H5 -2.67114 -0.63773 3.53674
H6 -0.92640 -0.37032 3.71447
H7 0.41587 3.03937 -12.84351
H8 -0.01694 2.48886 4.07662
H9 0.95209 2.29224 2.47181
H10 0.54545 -7.20697 -6.79640
H11 -2.58165 4.21686 4.39210
H12 1.73932 -3.15270 -8.71577
H13 -6.00782 -0.47008 4.24428
H14 1.94829 2.70904 -0.86294
H15 -0.30884 -0.86613 8.83719
H16 0.13258 1.74657 14.27455
H17 0.75481 2.44906 8.54330
H18 -0.34410 -2.62894 9.03301
H19 0.99816 0.78075 -7.52498
H20 -2.10627 0.67196 4.59167
H21 -0.12531 1.20495 9.45149
H22 -0.55576 -6.29490 -5.69945
H23 -3.62433 -5.87223 -10.61200
H24 -0.76401 4.08165 -11.96632
H25 -4.09210 3.87980 5.25936
H26 0.48972 -2.63090 -7.56979
H27 4.94002 -2.19746 -0.02435
H28 2.25130 -1.13369 -3.29463
H29 -5.06171 -1.41445 3.07806
H30 0.94135 -5.55216 -6.29445
H31 -4.08254 -6.54211 -9.03450
H32 -1.32887 2.77196 -13.02125
H33 4.77225 -0.77112 1.01712
H34 1.51775 -1.41793 -8.41816
H35 -6.03249 -0.05025 2.49186
H36 3.27928 0.07929 -4.14308
H37 3.42103 -1.95311 0.85892
H38 -4.11685 4.29957 3.50690
H39 1.28404 2.30798 -2.45825
H40 0.87108 -1.90840 7.96008
H41 1.93205 1.71157 14.18224
H42 2.21335 1.50130 -8.59790
H43 -2.98126 -7.45422 -10.13138
H44 0.59702 1.52714 -1.02113



ORCA calculation (ωB97M-V/def2-TZVPD) on the molecule C26H35N3O3.

Calculated values
HOMO-LUMO gap   0.33863 hartree
SMILES   CCCO[C@@H]1CCCN(C(=O)c2ccc(OC3CCN(Cc4ccccn4)CC3)cc2)C1
ΔE to the lowest compared entry with this formula, charge and spin   0.6771 eV

Geometry (Å):
O1 -4.34555 -4.70404 -1.44629
O2 1.16039 1.37990 -1.18714
O3 -0.61446 -4.58430 -0.08970
N1 -2.51154 -3.57067 0.57678
N2 4.04145 4.09632 0.28305
N3 4.75395 6.74576 1.67265
C1 -1.24302 -3.55594 0.10730
C2 3.59337 6.11543 1.55776
C3 -3.27643 -2.42448 1.00339
C4 0.63907 0.18939 -0.79641
C5 -3.87836 -5.84633 -2.14196
C6 5.02423 7.38267 2.79613
C7 3.49064 3.13282 1.21121
C8 -3.20195 -4.82900 0.73758
C9 -0.54949 -0.17724 -1.43495
C10 2.38227 1.85037 -0.63605
C11 -2.30183 -4.53186 -3.60093
C12 2.93428 6.78947 3.75622
C13 2.17480 2.49683 0.73645
C14 4.22415 3.50093 -1.02254
C15 -2.43581 -5.69985 -2.63237
C16 2.64666 6.11918 2.57896
C17 -1.17744 -1.36334 -1.12756
C18 4.15411 7.43533 3.87490
C19 -5.37639 -3.63574 0.39249
C20 -0.63572 -2.22126 -0.17301
C21 -4.58541 -2.34246 0.21871
C22 -4.52256 -4.82699 -0.05539
C23 0.55759 -1.87011 0.44039
C24 3.35717 5.38147 0.26389
C25 2.94186 2.89062 -1.60612
C26 1.18725 -0.67290 0.14845
H1 -2.68474 -1.51811 0.87354
H2 -2.53597 -5.62070 0.39070
H3 3.10110 1.02195 -0.55434
H4 1.70091 5.61312 2.45100
H5 2.21839 6.80807 4.56591
H6 4.41930 7.96864 4.77446
H7 2.18965 3.66460 -1.76532
H8 -0.95503 0.49092 -2.17839
H9 -4.53962 -5.96245 -3.01097
H10 -2.67341 -3.62446 -3.13243
H11 5.98591 7.87862 2.82907
H12 -3.97727 -6.74075 -1.51426
H13 3.80191 5.96976 -0.54105
H14 4.97693 2.71248 -0.91592
H15 3.34594 3.61873 2.17796
H16 4.23961 2.34407 1.34095
H17 -4.36666 -2.21046 -0.84068
H18 -5.65647 -3.77129 1.43896
H19 2.27316 5.29624 0.08460
H20 4.62213 4.25756 -1.70084
H21 3.15099 2.42125 -2.56767
H22 1.83519 1.75895 1.46475
H23 1.39589 3.25672 0.64543
H24 -1.76427 -5.54469 -1.78833
H25 2.10787 -0.43454 0.65735
H26 -3.43077 -4.99746 1.79783
H27 0.99728 -2.54330 1.16114
H28 -5.05310 -5.76911 0.17001
H29 -2.14859 -6.63110 -3.12505
H30 -2.87978 -4.71217 -4.50546
H31 -6.28396 -3.60317 -0.21055
H32 -1.26055 -4.38063 -3.87345
H33 -5.16965 -1.48918 0.56547
H34 -2.08544 -1.63773 -1.64340
H35 -3.50412 -2.54036 2.07311



ORCA calculation (ωB97M-V/def2-TZVPD) on a cluster of 2 separate species, C3H7N2O in total.

Calculated values
Charge   +1
HOMO-LUMO gap   0.42190 hartree
ΔE to the lowest compared entry with this formula, charge and spin   0.0355 eV

Geometry (Å):
O1 -1.05653 2.22348 -1.53322
N1 0.11760 -1.74183 0.96881
N2 -0.03021 0.05049 -0.18948
C1 -0.70584 -1.01239 0.23727
C2 1.19988 0.05398 0.41718
C3 1.35466 -1.13088 1.06466
H1 -0.17230 -2.63279 1.34404
H2 -0.44170 0.87695 -0.65269
H3 -1.87778 2.36839 -2.02406
H4 2.24264 -1.71659 1.21371
H5 -1.72982 -1.20325 -0.03276
H6 1.93471 0.82331 0.25559
H7 -0.83531 3.04114 -1.06906